Formula: C4H8O2
Source: the OMol25 dataset
Level of theory: the ωB97M-V functional and the def2-TZVPD basis

Values from the calculation:
Total charge   0
Structure (SMILES)   C=C(C)O.C=O
Energy relative to the best compared isomer or geometry (same formula, charge and spin)   71.4 kcal per mole
Spin multiplicity   1
Orbital gap   10.15 eV

Last column: natural (NBO) charge in e.
Geometry (Å):
C (-0.26782, 0.37234, -1.69453)  -0.67
C (-0.40766, -0.24323, -0.34183)  0.33
C (0.43269, -1.23407, 0.10876)  -0.44
O (-1.62953, -0.02703, 0.18166)  -0.71
C (0.56991, 0.65552, 1.47765)  0.21
O (-0.38228, 0.78076, 2.24623)  -0.63
H (-0.92502, -0.13786, -2.40931)  0.24
H (-0.54764, 1.42655, -1.73792)  0.23
H (0.74967, 0.27601, -2.06876)  0.21
H (1.35803, -0.03497, 1.86330)  0.12
H (1.30804, -1.55640, -0.45904)  0.22
H (0.16622, -1.86798, 0.95204)  0.23
H (-1.54569, 0.29772, 1.11291)  0.51
H (1.12107, 1.29264, 0.76883)  0.15

Atoms 1-6, force components in eV/Å:
C 0.5 0.3 -0.5
C -0.3 -2.1 -0.9
C -0.9 0.5 -0.3
O -0.2 0.3 0.2
C 3.0 -1.0 2.8
O -0.5 0.7 -1.3